Record 1
{"formula": "C24H26AlO3PS4", "method": "ωB97M-V with the def2-TZVPD basis set", "lumo_energy_ev": -5.4, "homo_energy_ev": -14.58, "orbital_gap_ev": 9.2, "charge": 2, "elements": ["Al", "C", "C", "S", "C", "C", "S", "C", "C", "S", "H", "H", "H", "H", "H", "H", "H", "H", "H", "H", "H", "H", "O", "S", "O", "O", "C", "C", "C", "C", "C", "C", "P", "C", "C", "C", "C", "C", "C", "C", "C", "C", "C", "C", "C", "H", "H", "H", "H", "H", "H", "H", "H", "H", "H", "H", "H", "H", "H"], "xyz": [[-1.0669, -0.4436, 1.1265], [-3.0259, 1.2450, -1.2722], [-2.6939, 2.2524, -0.1709], [-2.3718, 1.6163, 1.4824], [-3.9297, 0.9158, 2.0766], [-4.4209, -0.3515, 1.3850], [-3.1723, -1.6550, 1.4972], [-3.2701, -2.4997, -0.0963], [-3.2248, -1.6091, -1.3423], [-2.0000, -0.2626, -1.2639], [-2.8530, 1.7157, -2.2389], [-4.0677, 0.9386, -1.2444], [-3.4923, 2.9911, -0.0986], [-1.7754, 2.7963, -0.4031], [-4.6854, 1.6997, 2.0280], [-3.7306, 0.7319, 3.1338], [-4.6685, -0.1841, 0.3430], [-5.3183, -0.7095, 1.8882], [-4.1804, -3.0975, -0.1030], [-2.4314, -3.1979, -0.0658], [-4.1908, -1.1575, -1.5602], [-2.9595, -2.2229, -2.2008], [-0.2455, -2.0383, 1.7451], [0.4022, -1.3277, 2.9305], [0.2666, -1.9449, 4.1946], [-0.2962, 0.0135, 2.7601], [2.0664, -1.0535, 2.4943], [3.0414, -1.4382, 3.4000], [4.3729, -1.2284, 3.0639], [4.6977, -0.6523, 1.8471], [3.7030, -0.2723, 0.9496], [2.3663, -0.4578, 1.2575], [1.0914, 0.0011, 0.0328], [1.4256, -1.0170, -1.4137], [0.9055, -2.3136, -1.4478], [1.1747, -3.1396, -2.5272], [1.9639, -2.6758, -3.5749], [2.4946, -1.3946, -3.5349], [2.2295, -0.5642, -2.4552], [1.3350, 1.7327, -0.3971], [0.7161, 2.2331, -1.5500], [0.7653, 3.5913, -1.8282], [1.4172, 4.4559, -0.9558], [2.0148, 3.9651, 0.1955], [1.9696, 2.6070, 0.4825], [2.7609, -1.8920, 4.3421], [5.1530, -1.5217, 3.7547], [5.7367, -0.4988, 1.5849], [3.9796, 0.1711, -0.0009], [0.3289, -2.6999, -0.6106], [0.7836, -4.1485, -2.5481], [2.1746, -3.3197, -4.4183], [3.1215, -1.0400, -4.3429], [2.6534, 0.4320, -2.4314], [0.2276, 1.5601, -2.2474], [0.3107, 3.9743, -2.7331], [1.4640, 5.5142, -1.1785], [2.5216, 4.6395, 0.8735], [2.4353, 2.2361, 1.3871]]}

---

Record 2
{"formula": "C2H13N2O3", "method": "ωB97M-V with the def2-TZVPD basis set", "lumo_energy_ev": -2.8, "homo_energy_ev": -12.12, "orbital_gap_ev": 9.3, "charge": 1, "elements": ["C", "C", "N", "N", "H", "H", "H", "H", "H", "H", "H", "H", "H", "O", "H", "H", "O", "H", "H", "O"], "xyz": [[1.2488, -0.0498, 0.6370], [1.4974, -1.3085, 0.9948], [2.6356, -1.7072, 1.6230], [-0.0934, 0.2589, 0.0586], [1.8160, 0.8605, 0.6629], [0.7275, -2.0515, 1.0293], [2.7539, -2.6574, 1.9011], [3.4175, -1.0834, 1.7073], [-0.3186, 1.2619, 0.1630], [-0.8391, -0.2484, 0.5254], [-0.1232, 0.0796, -0.9437], [-1.6454, 2.6419, 1.5959], [-2.1464, 2.8667, 0.0571], [-1.4316, 2.6457, 0.6613], [-0.8353, 2.7232, -2.5065], [-1.7006, 1.6021, -3.0471], [-1.2006, 1.8614, -2.2643], [-0.9668, -2.7325, -1.6512], [-1.8551, -2.5520, -0.4628], [-0.9408, -2.4114, -0.7408]]}

---

Record 3
{"formula": "C16H13Cl3F5IO2RuSeSi2", "method": "ωB97M-V with the def2-TZVPD basis set", "lumo_energy_ev": [-2.3, -2.3], "homo_energy_ev": [-8.91, -8.91], "orbital_gap_ev": [6.6, 6.6], "charge": 0, "elements": ["Ru", "F", "C", "C", "F", "C", "F", "C", "Se", "C", "F", "C", "F", "C", "Si", "C", "C", "H", "H", "H", "H", "H", "H", "H", "H", "H", "Cl", "Si", "Cl", "Cl", "I", "C", "C", "C", "C", "C", "C", "C", "O", "O", "H", "H", "H", "H"], "xyz": [[-1.1098, -1.2027, -0.8021], [0.1777, -0.0363, 5.9770], [-0.0914, -0.6217, 4.8173], [0.5644, -1.7859, 4.4621], [1.4668, -2.3213, 5.2808], [0.2736, -2.3784, 3.2480], [0.9456, -3.4911, 2.9378], [-0.6592, -1.8439, 2.3677], [-0.9875, -2.8264, 0.7567], [-1.3093, -0.6801, 2.7535], [-2.2465, -0.1220, 2.0013], [-1.0305, -0.0709, 3.9660], [-1.6711, 1.0404, 4.3201], [1.6944, -1.1176, -3.0212], [1.3050, -1.7500, -1.3202], [2.3341, -0.9462, -0.0184], [1.6353, -3.5784, -1.3524], [2.7631, -0.8955, -3.1038], [1.1405, -0.2148, -3.2737], [1.4595, -1.8905, -3.7586], [3.3873, -1.1665, -0.2207], [2.0824, -1.3313, 0.9719], [2.2005, 0.1355, 0.0020], [2.6267, -3.7625, -1.7805], [0.9058, -4.1059, -1.9722], [1.6111, -4.0194, -0.3544], [-2.5102, -4.3224, -2.4237], [-1.8445, -2.3917, -2.4903], [-3.3880, -0.5045, -1.0241], [-2.6990, -1.6929, -4.1670], [-0.7990, 7.4691, -0.9743], [-0.7126, 5.4023, -0.9482], [-0.7795, 4.7334, 0.2689], [-0.7150, 3.3501, 0.2865], [-0.5896, 2.6457, -0.9045], [-0.5380, 3.3208, -2.1174], [-0.5923, 4.7049, -2.1444], [-0.5467, 1.1737, -0.8657], [-0.6747, 0.4354, -1.9059], [-0.4144, 0.5734, 0.2373], [-0.8849, 5.2873, 1.1910], [-0.7684, 2.8051, 1.2190], [-0.4624, 2.7558, -3.0376], [-0.5493, 5.2378, -3.0838]]}